This record from the OMol25 dataset describes a structure of composition C32H22I2IrN6O3Se2 in a non-equilibrium geometry. The level of theory is the ωB97M-V functional and the def2-TZVPD basis.

The calculation puts the maximum force at 0.0681 hartree/bohr. Its multiplicity is 2. The frontier orbital gap (alpha / beta) comes out at 5.5 / 4.7 eV. As for the net charge: +2. As for the expectation value of S²: 0.782. As for the HOMO energy (alpha / beta): -12.2 / -12.2 eV. Its LUMO energy (alpha / beta) is -6.75 / -7.55 eV.

Each line ends with the Löwdin charge.
Element x y z (Å)
1 Ir 0.1929 0.3309 0.1956  1.42
2 Se 2.7679 2.8360 0.3934  0.72
3 Se 1.7514 2.7131 2.4528  0.77
4 C 2.0546 0.8287 2.7065  -0.68
5 C 2.6888 0.4494 3.9113  -0.04
6 C 3.2563 -0.8360 3.9978  -0.03
7 C 3.0267 -1.7240 3.0027  0.04
8 C 2.0092 -1.4026 1.9592  -0.26
9 N 1.7731 0.0090 1.7242  -0.09
10 C 1.2168 3.3519 -0.6076  -0.67
11 C 1.1215 4.6467 -1.0753  -0.07
12 C 0.0385 4.9847 -1.8780  -0.01
13 C -0.8702 4.0000 -2.2127  0.00
14 C -0.6987 2.7224 -1.7051  -0.08
15 N 0.3121 2.3965 -0.8889  -0.06
16 H 2.8226 1.1755 4.6994  0.12
17 H 3.9149 -1.0777 4.8208  0.13
18 H 3.4940 -2.6991 2.9722  0.14
19 H 1.0504 -1.8049 2.3066  0.17
20 H 1.8831 5.3696 -0.8215  0.11
21 H -0.0728 5.9967 -2.2434  0.13
22 H -1.7031 4.2083 -2.8684  0.13
23 H -1.3753 1.9244 -1.9694  0.08
24 I -3.8313 0.1583 -3.0576  0.99
25 C -3.8872 0.5022 -1.0026  -0.62
26 C -5.0845 0.7714 -0.3259  -0.19
27 C -5.0814 1.0599 1.0142  -0.65
28 I -6.8939 1.5448 1.9358  0.99
29 C -3.8616 1.0748 1.7308  -0.19
30 C -3.7320 1.3400 3.1099  0.00
31 C -2.4885 1.3560 3.6865  -0.01
32 C -1.3609 1.1248 2.8922  -0.12
33 N -1.4462 0.8771 1.6028  0.01
34 C -2.6675 0.8233 1.0179  -0.15
35 C -2.6678 0.5044 -0.3482  -0.44
36 O -1.5368 0.2665 -0.9636  -0.31
37 H -6.0186 0.7506 -0.8701  0.09
38 H -4.6179 1.5177 3.7045  0.08
39 H -2.3664 1.5564 4.7407  0.12
40 H -0.3740 1.1265 3.3322  0.07
41 O -0.8098 -3.7314 0.2760  0.16
42 C -0.0930 -2.7940 0.4954  -0.57
43 O -0.4244 -1.6089 0.8942  -0.14
44 C 1.4138 -2.9878 0.2161  -0.07
45 C 1.7994 -4.0098 -0.6436  0.05
46 C 3.1114 -4.1162 -1.0214  0.08
47 C 4.0173 -3.0824 -0.6988  -0.12
48 C 5.3414 -3.0570 -1.1930  0.01
49 C 6.1840 -2.0335 -0.8661  -0.03
50 C 5.7302 -0.9897 -0.0392  -0.01
51 C 4.4596 -0.9960 0.4790  0.00
52 C 3.5841 -2.0480 0.1635  -0.12
53 N 2.3060 -2.1230 0.6968  0.09
54 H 1.0419 -4.7237 -0.9352  0.14
55 H 3.4637 -4.9677 -1.5904  0.14
56 H 5.6611 -3.8568 -1.8482  0.13
57 H 7.1948 -2.0122 -1.2484  0.13
58 H 6.3859 -0.1622 0.1964  0.13
59 H 4.1251 -0.1695 1.0882  0.10
60 N 1.9411 0.3364 -2.4238  0.02
61 C 1.9012 -0.1415 -3.6781  -0.04
62 C 1.0015 -1.1852 -3.6887  -0.01
63 C 0.5304 -1.2700 -2.3769  -0.11
64 N 1.1180 -0.3484 -1.6171  -0.11
65 H 2.5110 1.0843 -2.0640  0.13
66 H 2.4965 0.2875 -4.4661  0.14
67 H 0.7140 -1.7975 -4.5242  0.12
68 H -0.2113 -1.9367 -1.9679  0.12